[1]
Here is a cluster of 14 separate species, F6H26O13P in total from the OMol25 dataset. Energies are from the ωB97M-V functional and the def2-TZVPD basis.

Structure (XYZ):
```
46
Properties=species:S:1:pos:R:3:nbo_charge:R:1
P 0.19 -0.13 -0.41 2.608
F -0.26 1.10 0.58 -0.613
F 1.19 0.85 -1.21 -0.601
F 1.37 -0.40 0.68 -0.603
F 0.69 -1.45 -1.19 -0.597
F -0.85 -1.04 0.44 -0.593
F -0.98 0.27 -1.46 -0.576
O 0.93 1.45 3.84 -0.976
H 1.54 1.84 4.47 0.460
H 1.38 1.55 2.97 0.502
O -0.45 -3.39 -2.76 -0.956
H -0.11 -2.83 -2.03 0.489
H 0.29 -3.95 -3.00 0.458
O 4.18 1.02 -1.58 -0.949
H 4.69 0.25 -1.88 0.463
H 3.27 0.81 -1.84 0.484
O -1.18 -4.11 0.94 -0.948
H -0.69 -3.29 1.08 0.478
H -1.86 -4.10 1.62 0.469
O 1.42 -1.74 3.72 -0.984
H 1.51 -0.78 3.60 0.481
H 1.73 -2.13 2.88 0.488
O -0.52 1.48 -4.05 -0.941
H 0.24 1.78 -4.58 0.472
H -0.36 0.55 -3.88 0.489
O -0.79 3.82 0.02 -0.945
H -0.38 3.08 0.49 0.494
H -0.06 4.38 -0.26 0.460
O -3.58 -1.93 1.66 -0.950
H -2.88 -1.90 2.32 0.466
H -3.11 -1.97 0.82 0.485
O -2.35 2.01 2.18 -0.950
H -1.54 2.38 2.55 0.466
H -2.05 1.31 1.59 0.483
O -1.91 3.31 -2.58 -1.004
H -1.51 3.47 -1.71 0.484
H -1.32 2.66 -3.01 0.485
O -3.95 -0.87 -2.44 -0.951
H -3.06 -1.15 -2.69 0.473
H -3.83 0.01 -2.07 0.479
O 2.48 -3.02 1.27 -0.951
H 3.43 -3.04 1.18 0.470
H 2.17 -2.52 0.50 0.490
O 2.35 1.99 1.44 -0.960
H 2.27 2.90 1.14 0.468
H 2.24 1.46 0.64 0.504
```

As for the spin multiplicity: 1. Its energy relative to the best compared isomer or geometry (same formula, charge and spin) is 0.736 eV. As for the maximum force: 2.32 eV Å⁻¹. The total charge is -1. The electronic energy is -1934.61759 Ha. As for the gap between HOMO and LUMO: 9.75 eV.

***

[2]
Here is the molecule C2H4ClFN2S2 from the OMol25 dataset. Energies are from the ωB97M-V functional and the def2-TZVPD basis.

Structure (XYZ):
```
12
Properties=species:S:1:pos:R:3:nbo_charge:R:1
C 0.22 0.51 0.00 0.330
C 1.61 0.45 0.51 0.135
H -2.16 -1.38 -1.18 0.100
H -0.14 -1.08 1.39 0.428
H -2.34 0.37 -0.50 0.094
H 2.13 1.39 0.54 0.211
N -0.51 -0.69 0.43 -0.848
N -0.33 1.45 -0.59 -0.562
F 1.54 -0.14 1.77 -0.346
S -0.72 -1.92 -0.75 0.178
S -1.89 1.56 -1.07 0.284
Cl 2.58 -0.52 -0.55 -0.004
```

As for the SMILES: F[C@@H](Cl)/C(=N/S)NS. As for the spin multiplicity: 1. Its energy relative to the best compared isomer or geometry (same formula, charge and spin) is 1.056 eV. As for the maximum force: 3.75 eV Å⁻¹. The electronic energy is -1544.47198 Ha. As for the gap between HOMO and LUMO: 9.50 eV.

***

[3]
Here is a structure of composition C10H18BiCl2N2S from the OMol25 dataset. Energies are from the ωB97M-V functional and the def2-TZVPD basis.

Structure (XYZ):
```
34
Properties=species:S:1:pos:R:3:nbo_charge:R:1
Bi 0.49 -1.10 0.31 1.137
Cl -0.27 -3.10 -1.07 -0.672
Cl 1.39 1.37 1.34 -0.803
C 1.85 -0.48 -1.25 -0.859
H 2.53 0.28 -0.85 0.237
H 2.31 -1.36 -1.73 0.210
C -0.52 0.35 -1.40 -0.399
C 0.69 0.16 -2.14 -0.283
H -0.47 1.02 -0.51 0.233
C 0.55 -0.72 -3.43 -0.405
H 1.03 1.16 -2.49 0.176
C -0.71 -0.44 -4.24 -0.396
H 1.46 -0.58 -4.04 0.194
H 0.49 -1.78 -3.11 0.228
C -1.96 -0.40 -3.35 -0.395
H -0.63 0.52 -4.77 0.174
H -0.82 -1.19 -5.03 0.193
C -1.76 0.58 -2.18 -0.428
H -2.83 -0.08 -3.94 0.184
H -2.14 -1.40 -2.95 0.212
H -1.63 1.57 -2.66 0.175
H -2.66 0.63 -1.54 0.210
S -1.55 -1.00 2.34 -0.264
C -0.51 -0.34 3.51 0.343
N 0.80 -0.59 3.74 -0.597
C 1.43 0.46 4.54 -0.232
C 0.24 1.29 5.02 -0.223
N -0.88 0.65 4.35 -0.602
H 1.37 -1.14 3.11 0.428
H 2.10 1.05 3.91 0.240
H 1.98 0.02 5.37 0.182
H 0.32 2.34 4.74 0.207
H 0.12 1.20 6.11 0.180
H -1.81 1.05 4.30 0.417
```

As for the spin multiplicity: 1. Its energy relative to the best compared isomer or geometry (same formula, charge and spin) is 0.000 eV. As for the maximum force: 4.24 eV Å⁻¹. The total charge is -1. The electronic energy is -2034.60659 Ha. As for the gap between HOMO and LUMO: 6.28 eV.

***

[4]
Here is a structure of composition C37H32BBr2N5O6SSbTi from the OMol25 dataset. Energies are from the ωB97M-V functional and the def2-TZVPD basis.

Structure (XYZ):
```
86
Properties=species:S:1:pos:R:3:lowdin_charge:R:1
Ti -0.14 0.32 0.34 0.951
O 1.87 -3.57 -0.80 0.161
C 1.01 -2.58 -0.82 -0.489
O 0.21 -2.31 0.05 0.081
C 1.09 -1.74 -2.09 -0.072
O 0.17 -0.68 -2.00 -0.192
C -1.16 -1.00 -2.43 -0.060
C -2.12 -0.29 -1.48 -0.622
O -3.14 0.23 -1.89 0.003
O -1.75 -0.31 -0.24 -0.167
H 1.82 -4.05 0.04 0.140
H 2.09 -1.32 -2.19 0.145
H 0.90 -2.38 -2.96 0.157
H -1.36 -2.07 -2.36 0.154
H -1.31 -0.65 -3.45 0.148
Br 3.37 -1.77 1.96 0.873
C 3.85 -0.55 0.60 -0.559
C 5.20 -0.36 0.27 -0.151
C 5.54 0.53 -0.71 -0.606
Br 7.37 0.79 -1.09 0.823
C 4.55 1.25 -1.42 -0.175
C 4.81 2.15 -2.47 -0.019
C 3.77 2.79 -3.09 -0.024
C 2.46 2.54 -2.65 -0.116
N 2.18 1.71 -1.67 0.076
C 3.19 1.06 -1.06 -0.168
C 2.83 0.15 -0.02 -0.329
O 1.55 -0.01 0.34 -0.229
H 5.96 -0.91 0.80 0.105
H 5.83 2.33 -2.78 0.085
H 3.95 3.48 -3.90 0.113
H 1.61 3.04 -3.11 0.103
B -2.03 1.65 2.46 -0.391
N -0.69 2.41 2.34 -0.054
C -0.26 3.51 2.95 -0.042
C 1.06 3.75 2.57 -0.023
C 1.36 2.71 1.70 -0.103
N 0.29 1.92 1.56 -0.129
N -1.60 0.21 2.87 -0.040
C -1.89 -0.49 3.96 -0.041
C -1.13 -1.65 3.97 -0.021
C -0.37 -1.58 2.81 -0.104
N -0.66 -0.45 2.15 -0.057
H -2.70 2.13 3.32 0.085
H -2.56 1.63 1.37 0.057
H -0.89 4.06 3.63 0.132
H 1.70 4.55 2.89 0.103
H 2.27 2.52 1.17 0.115
H -2.60 -0.13 4.68 0.133
H -1.11 -2.43 4.71 0.104
H 0.35 -2.28 2.43 0.082
S -0.62 2.24 -1.15 0.397
Sb -2.82 2.96 -1.57 1.464
C -2.68 4.94 -0.76 -0.348
C -1.58 5.74 -1.07 -0.145
C -1.50 7.02 -0.54 -0.073
C -2.49 7.49 0.31 -0.072
C -3.56 6.67 0.64 -0.071
C -3.66 5.40 0.11 -0.117
C -4.92 2.60 -1.27 -0.323
C -5.69 3.56 -1.91 -0.133
C -7.07 3.44 -1.89 -0.065
C -7.66 2.37 -1.24 -0.067
C -6.88 1.42 -0.60 -0.063
C -5.50 1.53 -0.61 -0.101
C -2.77 3.17 -3.69 -0.334
C -2.24 4.31 -4.29 -0.112
C -2.15 4.38 -5.67 -0.075
C -2.58 3.32 -6.46 -0.074
C -3.13 2.20 -5.86 -0.071
C -3.23 2.12 -4.48 -0.115
H -0.79 5.36 -1.71 0.085
H -0.65 7.65 -0.79 0.109
H -2.42 8.48 0.73 0.109
H -4.32 7.03 1.33 0.110
H -4.50 4.77 0.37 0.098
H -5.22 4.39 -2.42 0.106
H -7.68 4.19 -2.39 0.112
H -8.74 2.27 -1.23 0.110
H -7.35 0.58 -0.09 0.110
H -4.88 0.78 -0.12 0.101
H -1.92 5.14 -3.69 0.085
H -1.74 5.27 -6.14 0.109
H -2.50 3.38 -7.54 0.109
H -3.48 1.38 -6.47 0.109
H -3.66 1.24 -4.02 0.092
```

As for the spin multiplicity: 1. Its energy relative to the best compared isomer or geometry (same formula, charge and spin) is 1.204 eV. As for the maximum force: 2.29 eV Å⁻¹. The total charge is +1. The electronic energy is -8815.13077 Ha. As for the gap between HOMO and LUMO: 7.73 eV.